(1)
DFT (the ωB97M-V functional and the def2-TZVPD basis) results for an isolated molecule of C4H6ClN in a non-equilibrium geometry.

```
! wB97M-V def2-TZVPD RIJCOSX def2/J DEFGRID3
* xyz 0 1
C -0.42 -1.23 -0.53
C 0.58 -0.44 0.25
C 0.05 0.91 0.71
C -0.19 1.72 -0.41
H -1.30 -1.71 0.01
H 0.03 -2.05 -1.15
H -0.83 -0.51 -1.31
H 1.37 -0.09 -0.40
H 0.79 1.46 1.31
H -0.96 0.78 1.19
N -0.33 2.52 -1.25
Cl 1.20 -1.35 1.58
*
```

Calculated values
- F_max (eV/Å) = 4.9
- calculated total energy (Eh) = -670.9424
- HOMO level (eV) = -11.2
- SMILES = C[C@H](Cl)CC#N
- energy relative to the best compared isomer or geometry (same formula, charge and spin) (eV) = 0.169


(2)
DFT (the ωB97M-V functional and the def2-TZVPD basis) results for the ion C4H6ClN2 with charge +1 in a non-equilibrium geometry.

```
! wB97M-V def2-TZVPD RIJCOSX def2/J DEFGRID3
* xyz 1 1
C -0.99 -0.29 0.92
C 1.04 -1.53 0.12
C -0.73 1.90 -0.34
C -1.35 1.11 0.51
N 0.07 -0.90 0.25
N 2.10 -2.17 -0.18
Cl -0.60 -0.29 2.71
H -1.86 -0.95 0.80
H 0.15 1.61 -0.89
H -1.09 2.90 -0.54
H -2.24 1.45 1.02
H 2.96 -1.69 -0.41
H 2.11 -3.18 -0.16
*
```

Calculated values
- F_max (eV/Å) = 2.7
- calculated total energy (Eh) = -725.4013
- HOMO level (eV) = -14.2
- SMILES = C=C[C@H](Cl)N=C=[NH2+]
- energy relative to the best compared isomer or geometry (same formula, charge and spin) (eV) = 1.490


(3)
DFT (the ωB97M-V functional and the def2-TZVPD basis) results for the ion C4H6ClN2O with charge +1 in a non-equilibrium geometry.

```
! wB97M-V def2-TZVPD RIJCOSX def2/J DEFGRID3
* xyz 1 1
C 1.57 -1.37 0.05
C 2.01 0.04 0.05
C -0.25 0.81 -0.16
C -2.51 0.64 -0.01
N 1.06 0.99 -0.08
N 0.31 -1.64 0.11
O -1.26 1.16 0.47
Cl 3.68 0.48 0.00
H 2.29 -2.12 -0.28
H -2.80 1.13 -0.91
H -3.14 0.90 0.77
H -2.34 -0.45 -0.03
H 1.36 1.95 0.06
H 0.04 -2.53 -0.04
*
```

Calculated values
- F_max (eV/Å) = 5.7
- calculated total energy (Eh) = -800.5399
- HOMO level (spin up / spin down) (eV) = -13.5 / -12.8
- energy relative to the best compared isomer or geometry (same formula, charge and spin) (eV) = 4.547


(4)
DFT (the ωB97M-V functional and the def2-TZVPD basis) results for the ion C4H6ClN2O with charge +1 in a non-equilibrium geometry.

```
! wB97M-V def2-TZVPD RIJCOSX def2/J DEFGRID3
* xyz 1 1
C 1.15 0.19 0.10
C -0.10 0.98 -1.89
C 0.18 -0.05 1.20
C 0.28 -1.45 1.64
N 0.89 0.69 -1.05
N -0.78 -0.04 -2.15
O -0.59 -2.34 1.32
Cl 1.77 -1.94 2.32
H 2.14 -0.13 0.29
H 0.06 2.01 -2.41
H 0.61 0.62 1.95
H -0.88 0.30 0.95
H -1.38 -0.11 -2.96
H -0.63 -3.21 1.70
*
```

Calculated values
- F_max (eV/Å) = 5.2
- calculated total energy (Eh) = -800.5868
- HOMO level (spin up / spin down) (eV) = -13.2 / -13.2
- energy relative to the best compared isomer or geometry (same formula, charge and spin) (eV) = 3.271